Here is a cluster of 2 separate species, C4H9NO in total at a distorted geometry from the OMol25 dataset. Energies are from ωB97M-V with the def2-TZVPD basis set.

Each line ends with the Mulliken charge.
Element x y z (Å)
H -0.43678 2.27972 0.21273  0.25
H -3.09679 -1.73231 -1.19301  0.31
H 2.97400 2.00633 -0.99051  0.19
H -0.46598 -1.15767 1.40812  0.29
C -0.51507 1.12450 0.23401  -0.76
C 2.04774 1.84427 -0.27404  -0.66
H -1.52165 0.96038 -0.27992  0.15
H 1.42433 2.65076 0.00987  0.25
H -2.94224 -3.21751 -0.93880  0.31
N -0.00068 -1.22546 0.51479  -0.51
O -3.04789 -2.40216 -0.46930  -0.63
H 0.70987 -1.78372 0.92480  0.27
C 1.80786 0.56026 0.16735  -0.49
C 0.41550 0.10109 0.34467  0.63
H 2.64777 -0.00848 0.32923  0.39

Atomic forces in eV per Å
0.888 -2.384 0.085
0.119 -0.708 0.978
-1.504 0.052 2.393
-1.680 -0.026 -0.184
-1.864 -0.048 -1.492
3.002 -2.375 -0.833
0.999 -0.615 1.660
-0.713 0.614 -0.849
0.130 -0.799 -0.327
-0.212 0.251 1.061
-0.298 1.481 -0.619
1.797 -0.805 -0.768
-1.176 3.281 -0.836
-1.103 4.146 0.177
1.616 -2.065 -0.444

Values from the calculation:
Kohn-Sham gap in eV: 8.0
Spin multiplicity: 1
Highest occupied orbital energy in eV: -7.71
Energy relative to the best compared isomer or geometry (same formula, charge and spin) in eV: 4.5401

Here is an isolated molecule of C4H9NO from the OMol25 dataset. Energies are from ωB97M-V with the def2-TZVPD basis set.

Each line ends with the Mulliken charge.
Element x y z (Å)
H -0.85594 -1.26171 -0.80568  0.25
H 1.58827 0.37799 -1.53933  0.31
H 1.06983 -1.12573 -2.35618  0.36
C -1.16190 0.35165 1.51156  -0.43
C -0.40166 0.52193 0.26495  -0.08
H 1.33104 -1.03533 0.85137  0.38
C 0.72981 -0.24386 -1.80933  -1.45
N 0.25476 0.71920 1.55032  -0.63
C 0.03932 -0.68609 -0.54467  0.32
H 0.03975 0.34483 -2.42102  0.37
H -1.38129 -0.64305 1.89261  0.24
O 0.86703 -1.56176 0.18269  -0.56
H -1.89801 1.12243 1.71534  0.29
H -0.59469 1.43798 -0.29496  0.40
H 0.34558 1.70741 1.76129  0.23

Atomic forces in eV per Å
0.018 0.033 -0.010
0.034 -0.044 -0.179
0.008 0.201 -0.071
-0.299 0.021 0.139
-0.093 -0.005 -0.101
-0.135 0.011 0.020
0.087 0.079 -0.128
0.220 0.203 0.312
-0.209 0.010 -0.207
0.147 -0.065 -0.100
0.012 0.146 -0.158
0.083 -0.040 0.390
0.048 -0.123 0.233
-0.075 -0.322 -0.085
0.154 -0.105 -0.055

Values from the calculation:
Kohn-Sham gap in eV: 10.8
Spin multiplicity: 1
Highest occupied orbital energy in eV: -9.81
Energy relative to the best compared isomer or geometry (same formula, charge and spin) in eV: 1.9374

Here is an isolated molecule of C4H9NO from the OMol25 dataset. Energies are from ωB97M-V with the def2-TZVPD basis set.

Each line ends with the Mulliken charge.
Element x y z (Å)
H 0.91948 0.73148 -0.03695  0.32
C -1.25259 -0.29305 -0.47518  -0.40
H 0.40482 1.75647 2.15440  0.29
H -2.28700 -0.62665 -0.34268  0.27
C -0.36062 -0.81516 -2.54124  -0.22
O -0.68750 -0.28085 0.79669  -0.34
C 0.68293 0.08372 0.82168  -0.19
H -0.60486 0.20264 -2.88514  0.24
H 0.10789 -1.48093 -3.26728  0.27
H 0.64327 0.20106 2.97350  0.30
H 1.30184 -0.81896 0.73002  0.27
N -0.59593 -1.23159 -1.37123  -0.38
H -1.25748 0.72970 -0.90636  0.40
C 0.95860 0.81276 2.12290  -1.20
H 2.02713 1.02935 2.22687  0.37

Atomic forces in eV per Å
-0.056 -0.062 0.110
-0.253 0.092 -0.097
0.077 -0.137 0.019
0.132 0.051 -0.021
-0.008 -0.131 0.152
-0.055 -0.034 0.024
0.230 0.090 0.013
0.017 -0.130 0.115
-0.065 0.043 0.114
0.056 0.068 -0.113
-0.076 0.130 -0.006
0.093 0.197 -0.364
0.048 -0.141 0.054
0.008 0.001 0.026
-0.148 -0.035 -0.027

Values from the calculation:
Kohn-Sham gap in eV: 10.8
Spin multiplicity: 1
Highest occupied orbital energy in eV: -9.70
Energy relative to the best compared isomer or geometry (same formula, charge and spin) in eV: 2.0543

Here is a cluster of 2 separate species, C4H9NO in total at a distorted geometry from the OMol25 dataset. Energies are from ωB97M-V with the def2-TZVPD basis set.

Each line ends with the Mulliken charge.
Element x y z (Å)
H -0.94930 2.85414 0.88714  0.35
N 2.60983 -0.74307 -0.93996  -0.40
H 1.83785 -0.45747 -2.88649  0.26
H 1.81362 -2.10156 -2.23737  0.27
C -2.06708 1.34396 0.89386  0.02
C 1.63546 -1.05378 -1.99856  -0.67
H -2.38489 -0.09460 2.45904  0.28
H 2.88332 -0.63989 1.01056  0.27
H -1.95091 1.38456 -0.18680  0.25
H -3.54260 -0.02443 1.00134  0.24
H 1.15369 -1.21935 0.46267  0.23
C 2.15031 -0.84833 0.23807  -0.23
O -1.05185 2.10574 1.46167  -0.48
C -2.72123 0.40100 1.56135  -0.65
H 0.58377 -0.90690 -1.72652  0.25

Atomic forces in eV per Å
0.384 0.552 -0.288
-1.288 0.229 0.077
0.107 -0.015 0.021
-0.216 -0.062 -0.323
1.892 -0.123 0.583
0.542 -0.159 0.033
-0.348 0.728 0.537
-0.365 -0.066 0.461
-1.378 0.383 -0.114
0.173 -0.524 0.032
-0.239 0.217 0.190
1.317 -0.054 -0.677
-0.601 -0.878 0.364
-0.099 -0.153 -1.123
0.121 -0.075 0.227

Values from the calculation:
Kohn-Sham gap in eV: 10.0
Spin multiplicity: 1
Highest occupied orbital energy in eV: -9.22
Energy relative to the best compared isomer or geometry (same formula, charge and spin) in eV: 3.3223